(1)
21
Properties=species:S:1:pos:R:3 method="wB97M-V/def2-TZVPD" homo_ev=-16.53 largest_force_ev_per_a=10.06 total_energy_ev=-34625.203 homo_lumo_gap_ha=0.28113 total_charge=+2
Hg 0.23472 1.34141 -0.27822
S -0.70505 -1.12605 0.47564
O -1.82754 -0.65323 -0.38265
O 1.79723 1.62086 2.53338
O -2.41292 2.60080 1.05363
O 2.93525 0.16226 -1.64754
O -1.28188 1.14733 -3.12758
O 1.23963 4.39476 -1.07789
C 0.74205 -1.99149 -0.39614
C -1.46365 2.14812 0.57772
C 1.24615 1.51211 1.53570
C -0.73832 1.20559 -2.10577
C 0.89183 3.32995 -0.80240
C -1.28163 -2.30227 1.50147
C 1.98898 0.60160 -1.16707
H 0.44829 -3.00142 -0.21576
H -2.07268 -1.82590 1.99011
H 0.79604 -1.74833 -1.40352
H -0.52662 -2.64847 2.04352
H -1.68015 -2.98501 0.74039
H 1.67028 -1.78261 0.15298

=====

(2)
22
Properties=species:S:1:pos:R:3 method="wB97M-V/def2-TZVPD" homo_ev="-17.60 / -21.15" largest_force_ev_per_a=9.30 total_energy_ev=-25974.449 homo_lumo_gap_ha="0.21314 / 0.15215" total_charge=+3 spin_multiplicity=6
Ir 0.82261 -1.55480 -0.12428
O -1.69565 -1.34623 1.70828
O -1.78283 0.68485 -0.97406
O 1.91798 -3.83967 1.67635
O -0.03612 1.08795 0.45679
O -0.11570 -0.83544 -3.01355
O 2.61477 -5.25567 -3.65283
O 2.61040 0.87578 0.69215
N -1.24702 2.98259 1.57790
C -0.81572 -1.42089 0.96307
C 0.15849 -1.08709 -1.92258
C -1.11000 1.38229 -0.20138
C -1.53747 2.81550 0.13508
C 1.86756 0.03620 0.39570
C 1.54151 -3.00246 0.97005
C 2.02690 -4.63415 -2.89510
H -2.59521 3.00491 -0.05330
H -0.91166 3.51393 -0.40881
H -1.94548 2.48674 2.14897
H -1.28763 3.95381 1.87062
H -0.30622 2.58399 1.76079
H 1.82648 -2.43210 -1.10985

=====

(3)
21
Properties=species:S:1:pos:R:3 method="wB97M-V/def2-TZVPD" homo_ev=-21.31 largest_force_ev_per_a=6.47 total_energy_ev=-62951.440 homo_lumo_gap_ha=0.28273 total_charge=+3
Lu -0.50369 -0.75776 0.15429
S 0.71419 -1.73443 2.24861
O 2.02050 1.70557 0.53864
O -0.52360 1.61499 -2.50798
O -1.39138 2.33849 1.68762
O 2.23967 -0.88832 -2.04294
N -1.38858 -3.15875 3.20479
N -1.43941 -2.91556 0.97707
C -2.71508 -3.68755 2.85667
C -0.70295 -2.68295 2.17297
C -0.59959 0.83650 -1.65967
C -2.72399 -3.60113 1.34426
C -1.19398 1.31567 1.19858
C 1.20320 0.90352 0.44937
C 1.32699 -0.95228 -1.34566
H -2.83650 -4.71756 3.21081
H -1.08115 -3.02128 4.15963
H -3.55243 -3.01312 0.96041
H -2.71958 -4.58621 0.88471
H -3.48841 -3.06088 3.31646
H -0.91085 -3.49460 0.30379

=====

(4)
21
Properties=species:S:1:pos:R:3 method="wB97M-V/def2-TZVPD" homo_ev="-21.88 / -21.57" largest_force_ev_per_a=10.24 total_energy_ev=-52411.282 homo_lumo_gap_ha="0.24799 / 0.19724" total_charge=+3 spin_multiplicity=4
Mn 0.00366 1.12673 -0.07786
O -2.57139 2.23121 -1.18352
O 0.64738 -0.52463 -2.13813
O 2.53203 2.68370 0.14526
O -0.95283 -2.50050 -0.10594
O -0.93342 0.58062 2.74149
O 1.77796 -1.15222 0.95897
N 0.81652 -2.74426 2.28328
C 1.84400 -1.91444 1.93278
C -1.54063 1.79182 -0.89421
C -0.73258 -2.71646 -1.22459
C 3.03068 -2.01229 2.85254
C 0.21106 -0.11695 -1.12402
C -0.54380 0.51240 1.60807
C 1.73524 1.91184 -0.25360
H 2.75849 -1.67559 3.85912
H -0.69132 -3.46229 -1.93945
H 3.39353 -3.04427 2.91618
H 0.92386 -3.39540 3.04282
H 3.82135 -1.37540 2.46030
H 0.03541 -2.83771 1.64884

=====

(5)
19
Properties=species:S:1:pos:R:3 method="wB97M-V/def2-TZVPD" homo_ev=-9.57 largest_force_ev_per_a=5.84 total_energy_ev=-27312.923 smiles="O=C1Nc2ccccc2S(=O)(=O)N1" homo_lumo_gap_ha=0.35382 total_charge=0
S -1.60016 1.65475 -1.35950
O -3.03393 1.81726 -1.56179
O -1.00966 2.95312 -1.03543
O 0.97288 1.37406 -3.52391
N 0.66412 -0.16039 -1.98506
N -1.01910 1.23354 -2.87966
C -1.67244 -0.05400 0.81905
C 0.39635 -1.59661 -0.04404
C -1.29945 -1.14202 1.63854
C -1.01255 0.23134 -0.39390
C 0.04703 -0.48125 -0.82846
C 0.18265 0.79516 -2.81761
C -0.16329 -1.86935 1.20826
H -2.52152 0.58597 1.02364
H 0.28418 -2.74593 1.74017
H -1.10036 1.94611 -3.56901
H 1.63862 -0.31947 -2.19184
H -1.78224 -1.34992 2.58458
H 1.14065 -2.26958 -0.40172

=====

(6)
16
Properties=species:S:1:pos:R:3 method="wB97M-V/def2-TZVPD" homo_ev=-11.82 largest_force_ev_per_a=4.77 total_energy_ev=-11815.412 smiles="C#[N+]/C=c1/[nH]ccc1=C=N" homo_lumo_gap_ha=0.25825 total_charge=+1
N 1.22117 1.60222 1.37881
N 0.95966 -0.33928 -1.61379
N -2.11169 0.24496 1.88914
C -0.47767 -0.23786 0.07971
C -0.10262 -1.11682 -1.92445
C 1.67406 1.14089 0.22333
C 0.74824 0.26005 -0.40818
C 0.44117 1.53236 2.23549
C -1.17739 0.14330 1.12067
C -0.96930 -1.19207 -0.90762
H -2.36680 -0.12595 2.82225
H -1.83721 -1.76966 -0.92749
H -0.29865 -1.64006 -2.78481
H 1.79900 -0.53977 -2.13004
H -0.05629 1.65264 3.14595
H 2.53214 1.46904 -0.40457

=====

(7)
17
Properties=species:S:1:pos:R:3 method="wB97M-V/def2-TZVPD" homo_ev=-12.29 largest_force_ev_per_a=4.66 total_energy_ev=-13862.402 smiles=c1cc2c3c(c1)[nH]c[n+]3NO2 homo_lumo_gap_ha=0.31847 total_charge=+1
O -1.80418 -1.55952 -0.01674
N -1.48887 0.65744 0.02016
N 0.12687 2.13448 -0.07160
N -2.43800 -0.28720 -0.05634
C -0.46216 -1.36104 -0.11891
C -1.20551 1.95173 0.03147
C -0.33584 0.00357 -0.18191
C 1.99299 0.07355 -0.14047
C 0.72309 -2.10228 -0.00666
C 1.93287 -1.30963 0.02645
C 0.76948 0.84118 -0.21381
H 2.97374 0.64987 -0.10426
H -1.84359 2.71366 0.21953
H 0.89859 -3.20791 0.11653
H -3.40880 -0.35140 0.15946
H 2.82149 -1.74084 0.21355
H 0.74784 2.89434 0.12353

=====

(8)
20
Properties=species:S:1:pos:R:3 method="wB97M-V/def2-TZVPD" homo_ev=-11.76 largest_force_ev_per_a=1.41 total_energy_ev=-28795.615 homo_lumo_gap_ha=0.25465 total_charge=+1
S -0.15048 2.33293 2.02040
O -1.79102 1.45702 -1.92898
O -2.38095 -1.79923 -3.21899
O 0.37824 -0.96343 4.03599
N -0.36919 -0.54669 -3.29267
N 0.95932 1.18385 1.80221
N -0.97411 2.24035 0.63525
C -1.40202 -1.21148 -3.28488
C 1.51651 -0.33877 -0.08043
C -0.34683 1.29548 -0.05762
C 1.14752 -0.70057 -1.33556
C 0.02158 -0.11297 -1.96082
C 0.77056 0.66519 0.56914
C -0.73115 0.86108 -1.36812
H 0.99646 -1.69277 4.24146
H 2.36048 -0.80874 0.40269
H -0.55386 -1.25833 4.06491
H 0.59657 -0.51098 3.16594
H 1.68372 -1.44326 -1.90647
H -1.83708 1.26075 -2.87416

=====

(9)
17
Properties=species:S:1:pos:R:3 method="wB97M-V/def2-TZVPD" homo_ev=-9.21 largest_force_ev_per_a=2.70 total_energy_ev=-13315.094 smiles=Cc1nnc2ncccc2n1 homo_lumo_gap_ha=0.30734 total_charge=0
N 0.42057 2.03890 -0.00246
N 1.57182 1.52606 0.02182
N 0.93037 -0.80074 0.01308
N -1.92831 1.56406 0.00049
C 3.25394 -0.33029 -0.06255
C -2.75732 -0.72750 -0.02497
C -2.89660 0.68912 -0.03539
C -1.44227 -1.17432 0.01295
C -0.64557 1.09171 0.04756
C 1.83404 0.15936 -0.01447
C -0.34090 -0.28002 0.08285
H -1.15132 -2.28858 0.11417
H -3.93393 1.11327 -0.03724
H 3.28835 -1.39545 -0.28923
H 3.82486 0.33391 -0.74520
H 3.65000 -0.21939 1.04318
H -3.67771 -1.30011 -0.12463

=====

(10)
26
Properties=species:S:1:pos:R:3 method="wB97M-V/def2-TZVPD" homo_ev=-3.18 largest_force_ev_per_a=12.65 total_energy_ev=-30060.755 homo_lumo_gap_ha=0.13528 total_charge=-1
O -2.34899 0.98851 3.87986
O 2.03471 2.59443 -2.74090
O -3.34810 -0.75092 3.06821
O -1.03902 -3.69586 -0.04492
O 3.17635 0.71966 -2.70341
O 0.42493 -2.76371 -1.34622
N 0.21966 1.68359 2.91355
N 1.36886 1.82487 2.34088
N -0.27421 -2.77202 -0.32999
N -2.38087 0.01281 3.12667
N 1.99500 1.17697 1.46564
N 2.08397 1.33915 -2.74049
N 1.00656 0.26090 1.34381
C 0.91638 -0.85305 0.52511
C -0.37936 1.30231 -2.75205
C -1.24455 -0.26091 2.26269
C 0.91373 0.62075 -2.77061
C -0.19326 -1.63298 0.56605
C -0.09309 0.56970 2.23651
C -1.26769 -1.33764 1.43175
H -2.13297 -1.98231 1.43719
H -0.48202 1.94983 -3.62433
H -1.21569 0.60021 -2.74603
H -0.46002 1.93759 -1.86843
H 1.73115 -1.08295 -0.13875
H 0.98857 -0.44896 -2.79181

=====

(11)
14
Properties=species:S:1:pos:R:3 method="wB97M-V/def2-TZVPD" homo_ev=-8.36 largest_force_ev_per_a=10.47 total_energy_ev=-9395.931 smiles="C#CC(C#C)=COC" homo_lumo_gap_ha=0.32740 total_charge=0
O 1.26647 0.34729 -1.40849
C -0.91891 0.03590 -0.28087
C 0.02857 0.56275 -1.15575
C 0.37858 -1.54783 1.71910
C -3.25235 1.46690 0.06933
C 2.05547 -0.28775 -0.41749
C -0.43609 -0.91641 0.81830
C -2.17661 0.88952 0.09986
H 1.63940 -1.33153 -0.42082
H 1.92937 0.15917 0.58246
H 3.17018 -0.54337 -0.71847
H -4.20303 1.85861 0.26862
H -0.31424 1.30298 -1.75457
H 0.83318 -1.99622 2.59878

=====

(12)
14
Properties=species:S:1:pos:R:3 method="wB97M-V/def2-TZVPD" homo_ev=-8.17 largest_force_ev_per_a=6.08 total_energy_ev=-9397.935 smiles="C1=CC2=COCC2=C1" homo_lumo_gap_ha=0.30639 total_charge=0
O 2.26437 0.66126 -0.12183
C -0.94535 -1.07215 -0.65923
C 0.17150 -0.45695 -0.33881
C 1.19957 1.47156 0.14982
C -0.08019 0.90643 0.41524
C 1.76488 -0.75060 -0.05201
C -1.55980 0.98565 0.46850
C -1.97227 -0.22575 -0.00123
H -2.16457 1.89179 0.79403
H 2.14096 -1.67597 -0.92621
H 1.39096 2.58313 -0.07067
H 2.04981 -1.34818 0.97897
H -3.04501 -0.84912 0.34684
H -1.21489 -2.12111 -0.98343

=====

(13)
14
Properties=species:S:1:pos:R:3 method="wB97M-V/def2-TZVPD" homo_ev=-8.72 largest_force_ev_per_a=3.49 total_energy_ev=-9394.835 homo_lumo_gap_ha=0.32249 total_charge=0
O 0.15477 1.29320 0.59238
C -0.46907 -0.68797 -0.38625
C -0.96912 1.06111 -0.14920
C -1.38791 0.25084 -1.20897
C -2.24098 0.17573 0.05561
C -1.51191 -0.95758 0.51176
C 2.11410 0.15864 -0.51257
C 0.83454 0.08450 0.34879
H -1.73944 -1.70033 1.31666
H 2.85695 0.73638 0.08518
H 2.38088 -0.87109 -0.52920
H -3.24008 0.51501 0.20699
H 1.01655 -0.51809 1.24762
H 2.20073 0.45965 -1.57882